No. 1
Entry from the OMol25 dataset: a single C20H20N2O3S molecule at a distorted geometry (ωB97M-V/def2-TZVPD).

```
46
Properties=species:S:1:pos:R:3:lowdin_charge:R:1
S 0.8066 2.0400 3.7173 1.077
O 0.3440 -0.8158 -4.3650 -0.115
O -0.7882 -2.8783 -2.2289 -0.045
O 3.9515 -1.0834 1.6572 0.103
N 2.2626 0.1261 2.4873 0.114
N 0.1927 0.7511 1.5406 0.124
C 1.3910 -1.8768 -1.7337 -0.006
C -1.5519 0.5364 -4.1179 -0.144
C -0.8476 1.6033 1.7790 -0.259
C -2.1611 0.8175 -0.2027 -0.032
C -0.5273 -2.9916 -3.6096 -0.124
C -1.6703 3.3266 3.2942 -0.101
C -2.9513 2.6311 1.3684 -0.047
C 2.2347 -1.3782 -0.7581 0.004
C 2.7812 -0.7895 1.5757 -0.410
C -1.9998 -0.9153 -3.9663 -0.113
C 1.8466 -1.3422 0.5751 -0.167
C -0.2270 -2.3870 -0.0261 0.002
C -2.7951 3.4283 2.4970 -0.088
C 0.1431 -2.3742 -1.3753 -0.253
C 1.1044 0.8373 2.4276 -0.582
C 0.6096 -1.8735 0.9366 -0.038
C -0.7644 -1.7035 -4.4275 -0.291
C -0.0624 0.4201 -3.8073 -0.190
C -1.9931 1.7069 0.9876 -0.206
C -0.7027 2.4102 2.9272 -0.469
H 3.2032 -0.9896 -1.0347 0.124
H -2.6952 -0.0879 0.0861 0.091
H -1.2379 -3.7477 -3.9565 0.136
H -1.6941 0.8741 -5.1453 0.115
H 0.4900 -3.3506 -3.7958 0.133
H -3.8459 2.7331 0.7712 0.110
H -2.2048 -1.1422 -2.9192 0.110
H -1.1861 -2.8054 0.2360 0.121
H -1.1877 0.5214 -0.5842 0.060
H -2.8787 -1.1565 -4.5592 0.118
H -2.7338 1.3180 -0.9802 0.073
H 1.7027 -1.8485 -2.7653 0.108
H 0.5459 1.2035 -4.2621 0.125
H -0.8591 -2.0162 -5.4778 0.151
H -3.5660 4.1374 2.7577 0.101
H 0.3127 -1.8995 1.9734 0.122
H 2.9289 0.4199 3.1936 0.144
H 0.1115 0.4178 -2.7208 0.108
H -2.0650 1.2164 -3.4431 0.100
H -1.5471 3.9384 4.1736 0.104
```

Summary:
Frontier orbital gap   8.992 eV
Calculated total energy   -1507.57370 hartree
Relative energy (zero: lowest compared OMol25 entry of this formula, charge and spin)   9.5 kcal/mol
SMILES   Cc1cccc2sc(NC(=O)c3ccc(OC[C@H]4CCCO4)cc3)nc12

No. 2
Entry from the OMol25 dataset: a molecular structure, C20H20N6O2SSn (ωB97M-V/def2-TZVPD).

```
50
Properties=species:S:1:pos:R:3:lowdin_charge:R:1
Sn -1.2601 -0.2259 -0.4615 1.149
S -3.6383 0.7937 0.1128 0.592
O -1.4470 -2.0769 0.6484 -0.231
O -2.2506 -2.2093 -1.3802 -0.165
N 2.6085 -0.0578 -1.1164 0.231
N -6.0307 -0.2178 0.5438 -0.030
N 0.9100 2.0220 1.5486 0.122
N -5.0155 -0.9531 -1.3729 0.158
N 1.0644 1.4523 0.4583 0.018
N -0.8793 0.4388 1.9490 0.003
C 3.8678 3.2439 -2.1310 -0.022
C -1.9620 -2.7574 -0.3048 -0.506
C -1.7946 0.3102 4.1592 -0.008
C -0.0969 1.4327 2.3847 -0.293
C 2.1315 3.4725 -0.4424 0.019
C 2.0044 2.1030 -0.3889 -0.159
C 3.5228 -0.9818 -1.4158 -0.241
C -4.9873 -0.2153 -0.2684 -0.799
C 2.8288 1.2641 -1.1933 -0.196
C -1.7028 -0.1137 2.8368 -0.135
C 5.2598 -3.0558 -2.0124 0.018
C -1.0183 1.3705 4.5786 -0.010
C 3.0172 -2.2700 -1.7569 0.047
C 5.7849 -1.8202 -1.6255 -0.022
C 4.9359 -0.7854 -1.3261 0.030
C 3.7549 1.8755 -2.0863 0.027
C -7.2707 -0.9380 0.2896 -0.037
C -0.1408 1.9442 3.6657 0.025
C 3.8817 -3.2825 -2.0813 -0.023
C 3.0763 4.0344 -1.2965 0.013
H -1.0770 1.7403 5.5924 0.127
H 3.5079 -4.2524 -2.3759 0.126
H 1.4979 4.0924 0.1746 0.124
H 1.9448 -2.3978 -1.8167 0.125
H 6.8544 -1.6920 -1.5387 0.128
H -7.9196 -0.8188 1.1511 0.101
H -2.4713 -0.1938 4.8332 0.123
H -7.0754 -2.0030 0.1585 0.097
H 4.2911 1.2564 -2.7909 0.128
H -7.7803 -0.5390 -0.5890 0.104
H 4.5475 3.7123 -2.8279 0.128
H 0.5171 2.7590 3.9294 0.126
H -2.3133 -0.9274 2.4748 0.097
H -5.8085 -1.5213 -1.6229 0.118
H -4.2236 -0.9418 -1.9934 0.099
H 5.9383 -3.8704 -2.2301 0.131
H -2.1306 -3.8281 -0.1467 0.154
H -5.9615 0.3774 1.3547 0.133
H 3.1887 5.1100 -1.3264 0.131
H 5.3197 0.1415 -0.9249 0.129
```

Summary:
Frontier orbital gap (alpha / beta)   5.219 / 5.221 eV
Calculated total energy   -1865.11144 hartree
Total charge   +2